(1)
Here is a molecular structure, C21H16ClIN3O3Pd from the Open Molecules 2025 dataset. Energies are from ωB97M-V with the def2-TZVPD basis set.

Structure (XYZ):
```
46
Properties=species:S:1:pos:R:3:lowdin_spin:R:1
Pd 0.06363 0.43984 0.01188 1.37
C -4.10952 2.16089 0.22273 0.01
C -2.96944 1.18937 0.01303 0.04
O -1.85468 1.51588 0.50966 0.13
C -3.19079 0.03241 -0.74839 0.06
C -2.15118 -0.90555 -0.89084 0.03
C -1.84970 -1.50616 -2.23510 0.00
N -1.34772 -1.27079 0.10112 0.09
N -1.87850 -1.17365 1.39875 0.01
C -1.10675 -0.64591 2.28674 0.01
O 0.01496 -0.01831 2.09369 0.09
C -1.53832 -0.79891 3.71635 0.00
C -0.81505 -0.16341 4.71924 0.00
C -1.18952 -0.28891 6.05195 0.00
C -2.29621 -1.05092 6.39736 0.00
C -3.02553 -1.68699 5.39776 0.00
C -2.64969 -1.56273 4.06950 0.00
H -3.71397 3.13299 0.51051 0.00
H -4.71150 2.25951 -0.68224 0.00
H -4.76002 1.79487 1.02029 0.00
H -4.05829 -0.00749 -1.39632 0.00
H -2.75964 -1.96222 -2.63780 0.00
H -1.51812 -0.73808 -2.93506 0.00
H -1.07966 -2.27077 -2.14514 0.00
H 0.04115 0.43048 4.42892 0.00
H -0.61627 0.21351 6.82266 0.00
H -2.59098 -1.14884 7.43554 0.00
H -3.89220 -2.28389 5.65786 0.00
H -3.20518 -2.04943 3.27897 0.00
Cl 5.96892 -0.19815 -3.70485 0.00
C 4.29973 0.03397 -3.22601 0.00
C 3.35720 0.32429 -4.16785 0.00
C 2.01769 0.54728 -3.81442 0.00
I 0.64516 1.04340 -5.29258 0.00
C 1.56217 0.50560 -2.49066 0.01
O 0.38226 0.79824 -2.12067 0.06
C 2.58127 0.09572 -1.51895 0.00
N 2.15550 -0.08068 -0.23975 0.07
C 3.00011 -0.33819 0.72145 0.01
C 4.38474 -0.46641 0.47217 0.00
C 4.83724 -0.35550 -0.80705 0.00
C 3.93557 -0.08244 -1.86434 0.00
H 3.65354 0.39250 -5.20633 0.00
H 2.56378 -0.47539 1.70583 0.00
H 5.06130 -0.66452 1.29211 0.00
H 5.88960 -0.46925 -1.03171 0.00
```

Calculated values
F_max: 0.778 eV Å⁻¹
energy relative to the best compared isomer or geometry (same formula, charge and spin): 0.00 kcal/mol
expectation value of S²: 2.014
2S+1: 3
frontier orbital gap (alpha / beta): 6.610 / 6.096 eV
E_tot: -56753.2480 eV
total charge: -1

=====

(2)
Here is a molecular structure, C35H29KN4O2P2S3 from the Open Molecules 2025 dataset. Energies are from ωB97M-V with the def2-TZVPD basis set.

Structure (XYZ):
```
76
Properties=species:S:1:pos:R:3:mulliken_charge:R:1
K -0.69405 0.11065 -2.90566 0.80
S -0.86354 -3.05068 -2.87822 -0.72
P -0.97682 -2.66517 -0.87935 1.44
C -0.93985 -1.10511 -0.31281 -1.13
P 0.21371 -0.49948 0.71465 1.55
S 2.05928 0.01388 0.06611 -0.68
C 0.44213 -1.54069 2.23393 -0.12
C -0.70346 -1.95558 2.91720 0.04
C -0.61084 -2.75879 4.04120 -0.80
C 0.63696 -3.17990 4.49135 -0.40
C 1.77811 -2.78682 3.81089 -0.66
C 1.68107 -1.96354 2.69220 -0.58
C -0.48356 1.02953 1.48916 0.24
C -0.29334 1.34638 2.83186 -0.15
C -0.82559 2.51078 3.37689 -0.76
C -1.55747 3.38289 2.58217 -0.55
C -1.73074 3.09076 1.23425 -0.61
C -1.19578 1.93024 0.69744 -0.64
C -2.54973 -3.48891 -0.36136 -0.19
C -2.85530 -4.78981 -0.75892 -0.30
C -4.03063 -5.39688 -0.34531 -0.65
C -4.93016 -4.70112 0.45752 -0.37
C -4.64227 -3.39992 0.84025 -0.74
C -3.45312 -2.80074 0.43567 -0.14
C 0.27582 -3.78867 -0.11617 0.10
C 1.59082 -3.69787 -0.57151 -0.27
C 2.60013 -4.43595 0.02555 -0.76
C 2.31461 -5.28158 1.09093 -0.36
C 1.01319 -5.37101 1.56052 -0.71
C 0.00326 -4.62576 0.96321 -0.12
H -1.67207 -1.64694 2.53984 0.31
H -1.51054 -3.07247 4.55912 0.37
H 0.71460 -3.82271 5.36149 0.32
H 2.75239 -3.12715 4.14414 0.35
H 2.56271 -1.64588 2.14761 0.34
H 0.27415 0.67790 3.46831 0.37
H -0.67097 2.72813 4.42863 0.35
H -1.97859 4.28903 3.00456 0.39
H -2.25854 3.77791 0.58369 0.42
H -1.26734 1.77869 -0.37047 0.51
H -2.16431 -5.31493 -1.40805 0.31
H -4.25291 -6.41172 -0.65640 0.35
H -5.85433 -5.17168 0.77475 0.34
H -5.34381 -2.84619 1.45437 0.39
H -3.19687 -1.78172 0.71040 0.30
H 1.81769 -3.03219 -1.39460 0.33
H 3.61784 -4.33777 -0.33435 0.37
H 3.10628 -5.85302 1.56306 0.36
H 0.77921 -6.00699 2.40712 0.36
H -1.00375 -4.68964 1.35659 0.28
N 1.71179 5.23879 1.76784 -0.68
C 1.18854 4.86949 0.51054 0.82
C 1.52862 3.64484 -0.05455 -0.55
C 0.98044 3.25499 -1.26222 -0.67
C 0.09317 4.08977 -1.92760 0.46
C -0.21061 5.33307 -1.39802 -0.75
C 0.33665 5.72530 -0.18525 -0.74
S -0.78958 3.50856 -3.35936 1.37
O -1.27258 4.67140 -4.06999 -0.80
O -1.82071 2.62021 -2.83442 -0.74
N 0.18793 2.55671 -4.17013 -0.44
C 1.34564 3.00921 -4.68654 0.54
N 1.75397 4.28654 -4.48687 -0.41
C 2.92089 4.63590 -4.99472 -0.13
C 3.72772 3.77425 -5.71903 -0.61
C 3.21986 2.49063 -5.88073 -0.06
N 2.06310 2.09428 -5.39262 -0.67
H 1.96944 4.42254 2.30613 0.28
H 1.05121 5.78646 2.30080 0.25
H 2.16401 2.94336 0.47569 0.26
H 1.23654 2.26767 -1.63020 0.52
H -0.88673 5.98186 -1.93980 0.45
H 0.08275 6.69145 0.23936 0.31
H 3.22906 5.66347 -4.81202 0.38
H 4.68370 4.07517 -6.12334 0.34
H 3.78149 1.74227 -6.43642 0.37
```

Calculated values
F_max: 0.343 eV Å⁻¹
energy relative to the best compared isomer or geometry (same formula, charge and spin): 0.00 kcal/mol
2S+1: 1
frontier orbital gap: 5.704 eV
E_tot: -114233.8341 eV
total charge: -2

=====

(3)
Here is a molecular structure, H12NaO6 at a distorted geometry from the Open Molecules 2025 dataset. Energies are from ωB97M-V with the def2-TZVPD basis set.

Structure (XYZ):
```
19
Properties=species:S:1:pos:R:3:mulliken_charge:R:1
Na -0.07153 -0.13189 0.12479 0.96
O 1.14647 0.12711 2.09879 -0.61
H 1.98947 0.43711 1.87479 0.32
H 1.24647 -0.74789 2.50179 0.30
O -1.85753 0.00111 -1.42821 -0.60
H -2.34553 0.64211 -0.94921 0.31
H -2.49553 -0.64689 -1.71321 0.31
O 1.12847 1.68111 -0.54021 -0.56
H 1.20347 2.04511 -1.45421 0.29
H 1.02447 2.44711 0.06979 0.28
O 0.15447 -2.29789 0.61779 -0.61
H 0.33447 -3.01489 1.23379 0.27
H -0.43253 -2.60289 -0.10621 0.32
O 1.07647 -0.92589 -1.84421 -0.57
H 1.07847 -1.86989 -1.84621 0.29
H 0.73447 -0.70789 -2.71421 0.31
O -1.39553 1.74311 0.96379 -0.60
H -1.71753 1.41111 1.79979 0.33
H -0.80153 2.41111 1.31079 0.28
```

Calculated values
F_max: 2.421 eV Å⁻¹
energy relative to the best compared isomer or geometry (same formula, charge and spin): 10.23 kcal/mol
2S+1: 1
frontier orbital gap: 12.125 eV
E_tot: -16892.8848 eV
total charge: +1